ORCA calculation (the ωB97M-V functional and the def2-TZVPD basis) on a structure of composition C24H39N5O4Si2.

## Properties
HOMO-LUMO gap = 8.4 eV
Total charge = 0

Geometry (Å):
C  -2.0724  4.4077  -0.6293
C  -1.8264  2.9775  -0.1880
C  -1.5928  2.8788  1.3007
O  -1.5306  3.8215  1.9634
O  -1.5095  1.6599  1.8836
C  -0.6814  0.7434  1.1538
C  0.7185  1.2638  0.8757
Si  1.9705  0.0181  0.2413
C  1.3911  -1.7435  -0.0380
C  0.0094  -1.9567  -0.6664
C  -0.2035  -1.2597  -1.9774
N  -0.3603  -2.0922  -3.1016
O  -0.2711  -0.0866  -2.0990
O  2.6989  0.5937  -1.1597
Si  3.9462  1.6702  -0.8911
H  -3.0641  4.7174  -0.3344
H  -2.0060  4.4388  -1.7092
H  -1.3513  5.0928  -0.2148
H  -2.7309  2.4279  -0.4331
H  -1.0257  2.5514  -0.7750
H  -1.1382  0.4582  0.2102
H  -0.6434  -0.1673  1.7350
H  1.0908  1.7033  1.7980
H  0.6687  2.0800  0.1613
H  3.0705  -0.0302  1.2365
H  1.4496  -2.3246  0.8733
H  2.1176  -2.2058  -0.7002
H  -0.0916  -3.0221  -0.8533
H  -0.8200  -1.7215  -0.0139
H  -0.8564  -2.9347  -2.8199
H  -1.0164  -1.6033  -3.7035
H  3.4906  2.8171  -0.0834
H  4.4260  2.1801  -2.1887
H  5.0993  1.0475  -0.2119
N  0.4153  -5.8879  -2.0001
C  1.0157  -6.9476  -2.6239
C  0.4331  -8.0941  -2.1563
C  -0.5616  -7.7120  -1.2159
C  -0.5502  -6.3459  -1.1427
H  0.6481  -4.9229  -2.1497
H  1.8024  -6.7939  -3.3424
H  0.6897  -9.0965  -2.4550
H  -1.2105  -8.3663  -0.6583
H  -1.1422  -5.6627  -0.5569
N  -3.3632  -0.2193  3.2895
C  -3.8757  -1.1025  4.1990
C  -4.3904  -2.1695  3.5102
C  -4.1763  -1.9211  2.1280
C  -3.5388  -0.7120  2.0274
H  -2.9238  0.6577  3.5099
H  -3.8314  -0.8966  5.2548
H  -4.8664  -3.0311  3.9476
H  -4.4573  -2.5565  1.3043
H  -3.1976  -0.1604  1.1698
N  2.1534  2.1223  4.7954
C  3.3656  2.7441  4.9186
C  4.3080  1.7827  5.1703
C  3.6384  0.5295  5.1962
C  2.3122  0.7725  4.9603
H  1.2809  2.5853  4.6125
H  3.4524  3.8123  4.8176
H  5.3604  1.9573  5.3184
H  4.0807  -0.4376  5.3675
H  1.4691  0.1053  4.8953
N  -0.3650  2.9555  -4.2886
C  0.8344  3.5798  -4.4963
C  0.6717  4.4722  -5.5215
C  -0.6813  4.3864  -5.9467
C  -1.2949  3.4442  -5.1657
H  -0.5360  2.2456  -3.5982
H  1.6965  3.3348  -3.8994
H  1.4366  5.1161  -5.9223
H  -1.1494  4.9520  -6.7350
H  -2.3081  3.0800  -5.1586

In the Mulliken picture, each atom carries the following charge in e: -1.46, 0.40, 0.41, -0.54, -0.41, -0.83, -0.93, -0.10, -0.91, 0.55, 0.20, -0.60, -0.34, -0.11, 0.40, 0.36, 0.37, 0.34, 0.29, -0.07, 0.42, 0.79, 0.68, 0.44, -0.16, 0.47, 0.46, -0.27, 0.01, 0.27, 0.30, -0.14, -0.16, -0.16, 0.10, -0.57, -0.37, -0.61, -0.26, 0.17, 0.37, 0.39, 0.38, 0.38, 0.11, -0.62, -0.38, -0.83, -0.23, 0.21, 0.41, 0.40, 0.43, 0.47, 0.03, -0.55, -0.41, -0.43, -0.50, 0.22, 0.39, 0.41, 0.41, 0.44, 0.11, -0.33, -0.62, -0.38, -0.59, 0.23, 0.44, 0.38, 0.40, 0.37

---

ORCA calculation (the ωB97M-V functional and the def2-TZVPD basis) on a structure of composition C24H39N8NiO3PS4.

## Properties
⟨S²⟩ = 2.0148
HOMO-LUMO gap (alpha / beta) = 5.3 / 5.4 eV
Total charge = 0
Multiplicity = 3

Geometry (Å):
Ni  0.0968  0.3460  0.5399
S  0.0343  2.6701  4.5697
C  0.0347  1.8122  3.1413
S  1.4346  1.0509  2.5250
S  -1.4467  1.5577  2.3004
C  -2.8715  -1.3642  4.6634
C  -1.4755  -0.7713  4.7450
O  -0.5922  -1.3456  3.7721
P  -0.5091  -1.2504  2.1640
O  0.4810  -2.5432  2.0168
C  1.7492  -2.5969  2.6763
C  2.0921  -4.0447  2.9614
O  -1.8836  -1.9331  1.6741
C  -2.2151  -3.3146  1.8343
C  -3.7026  -3.4743  1.5912
H  -3.4348  -1.0880  5.5550
H  -2.8204  -2.4534  4.6017
H  -3.3943  -0.9815  3.7858
H  -1.0116  -1.0025  5.7038
H  -1.5301  0.3071  4.6450
H  1.7096  -2.0220  3.6010
H  2.5148  -2.1467  2.0334
H  1.3577  -4.4849  3.6353
H  3.0767  -4.1007  3.4272
H  2.1076  -4.6268  2.0381
H  -1.9423  -3.6476  2.8379
H  -1.6351  -3.8974  1.1127
H  -4.2700  -2.9918  2.3867
H  -3.9680  -4.5311  1.5523
H  -3.9700  -3.0100  0.6418
C  -0.1989  2.1777  -2.1471
N  -0.6729  2.2213  -0.7446
C  -0.1247  3.4702  -0.1453
N  -0.5163  4.6586  -0.8956
C  -0.0447  4.5361  -2.2716
N  -0.5927  3.3439  -2.9286
C  -2.0531  3.4472  -2.9094
N  -2.5677  3.5521  -1.5463
C  -2.1516  2.3725  -0.7991
C  -1.9773  4.7377  -0.9161
H  -0.6018  1.2811  -2.6289
H  0.8883  2.1322  -2.1498
H  0.9652  3.3995  -0.1277
H  -0.4939  3.5583  0.8742
H  1.0462  4.4756  -2.2718
H  -0.3510  5.4180  -2.8376
H  -2.4771  2.5590  -3.3849
H  -2.3539  4.3311  -3.4750
H  -2.5783  1.5001  -1.2948
H  -2.5324  2.4457  0.2163
H  -2.3447  4.8206  0.1079
H  -2.2789  5.6220  -1.4807
N  1.3287  -2.6265  -0.7361
C  0.0832  -2.3944  -1.2409
C  -0.4652  -3.2385  -2.2210
C  -1.7374  -2.9972  -2.6826
C  -2.4654  -1.9393  -2.1417
C  -1.8505  -1.1478  -1.1996
N  -0.5862  -1.3223  -0.7863
H  1.7045  -3.5538  -0.8136
H  1.5295  -2.1346  0.1200
H  0.1157  -4.0741  -2.5892
H  -2.1756  -3.6387  -3.4356
H  -3.4836  -1.7399  -2.4434
H  -2.3884  -0.3462  -0.7149
N  5.5242  0.5952  -4.3336
C  5.5619  0.9980  -3.0530
S  6.9466  1.6451  -2.4316
C  4.3231  0.8226  -2.2503
C  4.2594  1.2628  -0.9316
C  3.0973  1.0950  -0.2006
N  1.9979  0.5092  -0.6876
C  2.0516  0.1031  -1.9588
C  3.1661  0.2343  -2.7616
H  6.3422  0.7419  -4.8982
H  4.6929  0.2355  -4.7683
H  5.1212  1.7352  -0.4852
H  3.0398  1.4545  0.8181
H  1.1533  -0.3346  -2.3685
H  3.1095  -0.1261  -3.7799

In the Mulliken picture, each atom carries the following charge in e: 1.30, -0.24, 0.20, -0.42, -0.45, -1.05, 0.07, -0.28, 0.18, -0.43, 0.08, -1.49, -0.02, -0.28, -1.44, 0.54, 0.23, 0.13, 0.36, -0.05, 0.38, 0.16, 0.32, 0.42, 0.26, 0.46, 0.22, 0.30, 0.40, 0.27, -1.08, 1.48, -0.91, 0.08, -0.69, 0.10, -0.70, 0.06, -1.04, -0.69, -0.01, 0.50, 0.08, 0.37, 0.33, 0.36, 0.35, 0.36, 0.24, 0.35, 0.35, 0.33, -0.07, 0.00, -0.86, -0.51, -1.23, -0.90, 1.46, 0.35, -0.36, 0.46, 0.44, 0.55, 0.57, -0.26, 0.24, -0.38, 1.10, -0.89, -0.84, 0.96, -1.09, -0.97, 0.20, 0.15, 0.48, 0.39, 0.36, 0.27

---

ORCA calculation (the ωB97M-V functional and the def2-TZVPD basis) on a cluster of 5 separate species, C24H39NO6S5 in total.

## Properties
HOMO-LUMO gap = 8.0 eV
Total charge = 0

Geometry (Å):
C  -6.0213  -0.8366  -1.6797
C  -5.5322  -2.0703  -1.5586
C  -4.1499  -2.3691  -1.0939
C  -3.8766  -2.5599  0.2433
C  -4.9929  -2.4245  1.2943
O  -4.4206  -1.9549  2.5224
O  -4.0568  -0.6045  2.2951
C  -2.6231  -2.8734  0.6966
C  -1.5652  -2.9769  -0.1773
C  -1.8276  -2.7579  -1.5146
C  -3.0857  -2.4678  -1.9859
C  -3.2508  -2.2474  -3.4796
S  -0.4102  -2.8655  -2.6010
C  0.8170  -2.0907  -1.5553
C  1.7682  -1.2287  -2.0283
C  2.6630  -0.6575  -1.1474
C  2.5828  -0.9702  0.1834
C  1.6367  -1.8443  0.6616
C  0.7376  -2.3982  -0.2178
N  -0.2630  -3.2893  0.2544
H  -5.3090  -0.0189  -1.7841
H  -7.0901  -0.6541  -1.7175
H  -6.2063  -2.8912  -1.8182
H  -5.6531  -1.6256  0.9478
H  -5.5323  -3.3568  1.4644
H  -3.0892  -0.6293  2.3554
H  -2.4235  -3.0336  1.7535
H  -2.5011  -1.5072  -3.7791
H  -4.2605  -1.9463  -3.7488
H  -2.9440  -3.1729  -3.9805
H  1.8129  -0.9613  -3.0790
H  3.3888  0.0466  -1.5532
H  3.2984  -0.5118  0.8615
H  1.5681  -2.0791  1.7206
H  -0.2450  -3.3667  1.2633
C  3.0826  4.2641  -2.4561
S  4.3473  3.1847  -1.7868
O  3.9885  1.7887  -2.1878
C  3.8911  3.3643  -0.0600
H  3.1644  4.2579  -3.5412
H  2.0962  3.9022  -2.1655
H  3.2379  5.2779  -2.0846
H  2.8551  3.0572  0.0828
H  4.0230  4.4031  0.2421
H  4.5378  2.7332  0.5336
C  -3.0547  -3.2619  6.8322
S  -2.8306  -1.4959  6.5691
O  -3.0017  -0.8287  7.8854
C  -4.3468  -1.2555  5.6395
H  -2.2247  -3.6231  7.4365
H  -3.9938  -3.4397  7.3567
H  -3.0548  -3.7746  5.8697
H  -5.2021  -1.5660  6.2410
H  -4.3026  -1.8328  4.7185
H  -4.4365  -0.1982  5.3986
C  6.8434  2.2356  2.9045
S  5.1882  1.7366  3.4005
O  4.2281  2.5986  2.6580
C  5.2911  2.3760  5.0773
H  6.9811  1.9643  1.8591
H  6.9538  3.3142  3.0204
H  7.5781  1.7111  3.5153
H  5.5025  3.4452  5.0516
H  6.0751  1.8470  5.6194
H  4.3332  2.2045  5.5643
C  1.8926  1.7398  -6.2556
S  2.1680  3.4854  -6.5823
O  2.0340  4.1974  -5.2825
C  0.6428  3.7549  -7.4951
H  2.7211  1.3741  -5.6509
H  0.9571  1.6098  -5.7109
H  1.8616  1.1953  -7.1997
H  -0.2117  3.4929  -6.8708
H  0.6512  3.1483  -8.4008
H  0.5900  4.8082  -7.7636

In the Mulliken picture, each atom carries the following charge in e: -0.68, -1.33, -0.03, 0.66, -1.14, -0.22, -0.35, -1.07, 0.44, 1.21, 1.00, -2.07, -0.33, 0.85, -0.67, -0.52, -0.62, -0.83, 0.28, -0.34, 0.26, 0.33, 0.33, 0.45, 0.31, 0.35, 0.51, 0.41, 0.46, 0.37, 0.45, 0.54, 0.42, 0.30, 0.28, -0.87, 0.36, -0.60, -0.82, 0.25, 0.30, 0.42, 0.34, 0.46, 0.11, -0.87, 0.51, -0.63, -0.64, 0.32, 0.29, 0.30, 0.37, 0.12, 0.30, -1.02, 0.55, -0.57, -1.02, 0.32, 0.32, 0.42, 0.31, 0.39, 0.32, -0.91, 0.46, -0.60, -0.98, 0.29, 0.27, 0.44, 0.31, 0.38, 0.32

---

Which formula does entry 1 have?
C24H39N5O4Si2